DFT (ωB97M-V/def2-TZVPD) results for a molecular structure, C43H47CaIN3O4PS4.

For the gap between HOMO and LUMO, the calculation gives 4.907 eV. Its HOMO energy is -1.23 eV. As for the total charge: -2.

Cartesian coordinates (Å):
Ca (-1.4584, 0.0361, 1.1011)
C (-0.5497, -4.5927, 1.9471)
C (0.1288, -3.6717, 2.9055)
N (0.8365, -4.1581, 3.8695)
C (1.4786, -3.3391, 4.7077)
C (1.4128, -1.9683, 4.6552)
C (2.0789, -1.1351, 5.6978)
O (1.2239, -0.4572, 6.6241)
C (0.5695, -1.3339, 3.6887)
C (0.4367, 0.1036, 3.6943)
N (0.0131, 0.9055, 2.7333)
C (0.2725, 2.2591, 2.7552)
C (1.4549, 2.6732, 3.4361)
C (1.6902, 4.0008, 3.7319)
C (0.8110, 4.9764, 3.2620)
C (-0.3032, 4.6324, 2.5048)
C (-0.5703, 3.2913, 2.2198)
I (-2.3066, 2.9824, 1.0559)
C (-0.1319, -2.2580, 2.7779)
O (-1.0417, -2.0421, 1.9266)
H (-0.2790, -5.6216, 2.2510)
H (-0.1997, -4.4174, 0.9085)
H (-1.6525, -4.4528, 1.9910)
H (2.0608, -3.8227, 5.4747)
H (2.7040, -0.3215, 5.2598)
H (2.7636, -1.7883, 6.2917)
H (0.4792, -1.0334, 6.8398)
H (0.6543, 0.5610, 4.6655)
H (2.1238, 1.8877, 3.8116)
H (2.5824, 4.2790, 4.3190)
H (1.0192, 6.0327, 3.4780)
H (-0.9608, 5.4047, 2.0889)
C (0.2299, -1.7617, -3.8549)
C (-1.1082, -2.0645, -4.5739)
C (-1.2337, -1.1920, -5.8472)
C (-1.1705, -3.5689, -4.9392)
C (-2.2998, -1.7607, -3.6682)
C (-3.6135, -1.9717, -4.1278)
C (-4.7336, -1.7948, -3.3356)
C (-4.5384, -1.3460, -2.0339)
S (-5.7480, -1.0281, -0.7863)
C (-4.4180, -0.5590, 0.2601)
N (-3.2249, -0.6363, -0.2474)
C (-3.2239, -1.1063, -1.5471)
C (-2.1019, -1.3105, -2.3653)
C (-4.6511, -0.0983, 1.6188)
C (-5.9328, 0.1578, 2.1033)
C (-6.1253, 0.6331, 3.3942)
C (-5.0311, 0.8225, 4.2389)
C (-3.7376, 0.6100, 3.7881)
C (-3.5887, 0.2175, 2.4699)
H (1.0836, -2.0607, -4.5110)
H (0.3347, -2.3334, -2.9185)
H (0.3441, -0.6703, -3.6467)
H (-0.4518, -1.4494, -6.5786)
H (-1.1031, -0.1268, -5.5675)
H (-2.2244, -1.2919, -6.3420)
H (-0.2852, -3.8392, -5.5391)
H (-2.0664, -3.8175, -5.5375)
H (-1.1382, -4.2137, -4.0471)
H (-3.7418, -2.3315, -5.1668)
H (-5.7404, -1.9770, -3.7330)
H (-1.1043, -1.0743, -1.9917)
H (-6.7946, -0.0448, 1.4556)
H (-7.1371, 0.8645, 3.7506)
H (-5.2279, 1.1828, 5.2438)
H (-2.8683, 0.7347, 4.4215)
S (1.7529, -1.6069, 0.1515)
C (2.3710, -3.1438, -0.2546)
C (1.6038, -4.1089, -0.9404)
C (2.1409, -5.3493, -1.2626)
C (3.4624, -5.6552, -0.9053)
C (4.2478, -4.7099, -0.2284)
C (3.7195, -3.4724, 0.0836)
H (0.5624, -3.8674, -1.2250)
H (1.5388, -6.0987, -1.7908)
H (3.8883, -6.6343, -1.1779)
H (5.2764, -4.9472, 0.0186)
H (4.3264, -2.7063, 0.5896)
C (3.5069, 2.2672, -0.2324)
C (4.0081, 2.1525, -1.6596)
C (4.8024, 3.3848, -2.1111)
O (2.9133, 1.9468, -2.6584)
P (1.3793, 2.4753, -2.6202)
S (0.7641, 2.1331, -4.4268)
S (0.3151, 1.8028, -1.0815)
O (1.6446, 4.0648, -2.3360)
C (0.5467, 4.9039, -1.7654)
C (-0.5728, 5.0311, -2.7813)
C (1.2136, 6.2452, -1.4690)
H (4.3760, 2.3812, 0.4345)
H (2.9180, 1.3800, 0.0545)
H (2.8539, 3.1505, -0.1536)
H (4.6006, 1.2374, -1.8097)
H (4.1696, 4.2969, -2.0451)
H (5.1123, 3.2669, -3.1619)
H (5.6981, 3.5365, -1.4893)
H (0.2154, 4.3864, -0.8569)
H (-0.1615, 5.5278, -3.6847)
H (-1.4482, 5.5983, -2.4169)
H (-0.9127, 4.0181, -3.0772)
H (1.6074, 6.6580, -2.4180)
H (2.0715, 6.0791, -0.7970)
H (0.5190, 6.9704, -1.0076)

Results of the Löwdin charge analysis, in e, for atoms 1 through 6: number 1, Ca, carries 1.004; number 2, C, carries -0.027; number 3, C, carries -0.280; number 4, N, carries 0.105; number 5, C, carries -0.137; number 6, C, carries -0.188

---

DFT (ωB97M-V/def2-TZVPD) results for a molecular structure, C43H47IN5OPRhS2.

For the gap between HOMO and LUMO (alpha / beta), the calculation gives 7.673 / 7.292 eV. The spin multiplicity is 2. Its HOMO energy (alpha / beta) is -12.88 / -12.87 eV. As for the total charge: +2. As for the expectation value of S²: 0.75.

Cartesian coordinates (Å):
Rh (-0.1349, -0.1330, -0.4071)
I (0.0866, -1.2239, 1.9483)
C (-1.8220, -1.1711, 2.8161)
C (-1.7632, -0.9568, 4.1662)
C (-2.9211, -1.0257, 4.9596)
C (-4.0999, -1.3465, 4.3628)
C (-4.1821, -1.5785, 2.9675)
C (-5.4335, -1.9744, 2.4408)
C (-5.5705, -2.2550, 1.1180)
C (-4.4684, -2.0712, 0.2704)
C (-3.2290, -1.6564, 0.7079)
P (-2.0584, -1.3801, -0.6997)
C (-3.1294, -0.7353, -2.0226)
C (-3.3212, 0.6433, -2.0687)
C (-4.1531, 1.2095, -3.0225)
C (-4.7990, 0.4017, -3.9466)
C (-4.6180, -0.9739, -3.9060)
C (-3.7942, -1.5427, -2.9472)
C (-1.5787, -3.0589, -1.1897)
C (-1.4272, -4.0497, -0.2194)
C (-0.9633, -5.3070, -0.5718)
C (-0.6554, -5.5888, -1.8965)
C (-0.8145, -4.6114, -2.8693)
C (-1.2723, -3.3509, -2.5187)
C (-3.0363, -1.4566, 2.1193)
H (-0.8117, -0.7545, 4.6409)
H (-2.8548, -0.8613, 6.0262)
H (-5.0036, -1.4535, 4.9494)
H (-6.2709, -2.0680, 3.1206)
H (-6.5135, -2.5900, 0.7092)
H (-4.6254, -2.2499, -0.7829)
H (-2.8034, 1.2743, -1.3598)
H (-4.2949, 2.2824, -3.0471)
H (-5.4444, 0.8405, -4.6955)
H (-5.1236, -1.6090, -4.6210)
H (-3.6787, -2.6180, -2.9242)
H (-1.6880, -3.8500, 0.8136)
H (-0.8542, -6.0716, 0.1856)
H (-0.3022, -6.5738, -2.1708)
H (-0.5877, -4.8302, -3.9042)
H (-1.3914, -2.5954, -3.2838)
N (-0.8141, 2.6112, -2.3837)
C (-0.3341, 1.5306, -3.0081)
N (-0.0103, 0.4070, -2.4131)
C (0.6248, -0.4760, -3.3009)
C (1.2355, -1.6754, -2.9575)
C (1.8239, -2.4317, -3.9555)
C (1.8140, -1.9997, -5.2820)
C (1.2343, -0.7896, -5.6291)
C (0.6556, -0.0335, -4.6203)
S (-0.0543, 1.5582, -4.7255)
H (-1.0141, 2.5814, -1.3893)
H (-1.0766, 3.4212, -2.9163)
H (1.2458, -2.0133, -1.9270)
H (2.3020, -3.3686, -3.7027)
H (2.2800, -2.6051, -6.0469)
H (1.2492, -0.4390, -6.6520)
O (-1.2024, 1.7957, 0.2915)
N (-1.7578, 1.9589, 1.4847)
C (-3.0864, 1.8034, 1.6259)
C (-3.6868, 2.0145, 2.8476)
C (-2.9127, 2.3848, 3.9359)
C (-1.5432, 2.5231, 3.7672)
C (-0.9828, 2.2998, 2.5290)
H (-3.6142, 1.5202, 0.7275)
H (-4.7568, 1.8897, 2.9310)
H (-3.3698, 2.5642, 4.8989)
H (-0.9013, 2.8094, 4.5881)
H (0.0706, 2.3757, 2.3049)
C (4.7408, 4.4720, 1.5172)
C (3.8589, 5.0537, 0.4147)
C (2.9107, 4.0638, -0.2590)
C (1.8694, 3.4250, 0.6553)
N (2.4092, 2.3622, 1.5187)
C (2.7478, 1.1434, 1.0757)
S (2.1902, 0.5517, -0.4492)
N (3.5540, 0.4113, 1.8357)
C (4.0942, -0.9133, 1.4990)
C (5.2987, -0.8494, 0.5674)
C (6.4315, 0.0400, 1.0764)
C (6.9785, -0.3699, 2.4391)
H (5.5343, 5.1683, 1.7849)
H (5.2168, 3.5405, 1.1984)
H (4.1834, 4.2836, 2.4398)
H (4.5004, 5.4771, -0.3600)
H (3.2810, 5.8915, 0.8156)
H (3.4755, 3.2671, -0.7525)
H (2.3671, 4.5843, -1.0514)
H (1.0597, 2.9867, 0.0759)
H (1.4363, 4.1753, 1.3217)
H (2.8985, 2.6836, 2.3423)
H (3.9544, 0.8532, 2.6520)
H (3.2971, -1.5097, 1.0566)
H (4.3639, -1.3710, 2.4504)
H (4.9677, -0.5090, -0.4155)
H (5.6598, -1.8739, 0.4429)
H (6.0935, 1.0815, 1.1086)
H (7.2371, 0.0162, 0.3412)
H (6.2436, -0.2497, 3.2400)
H (7.8436, 0.2336, 2.7101)
H (7.2918, -1.4154, 2.4384)

Results of the Löwdin charge analysis, in e, for atoms 1 through 6: number 1, Rh, carries 0.325; number 2, I, carries 1.258; number 3, C, carries -0.567; number 4, C, carries -0.172; number 5, C, carries -0.057; number 6, C, carries -0.013

---

DFT (ωB97M-V/def2-TZVPD) results for a molecular structure, C43H48BrN5O3STa.

For the gap between HOMO and LUMO, the calculation gives 5.788 eV. Its HOMO energy is -9.69 eV. As for the total charge: +1.

Cartesian coordinates (Å):
Ta (-0.1624, 0.4508, -0.1130)
C (-0.9998, 1.7414, 5.8298)
C (0.4625, 1.8348, 5.3808)
C (0.5676, 1.9779, 3.8969)
C (0.7048, 3.1274, 3.1736)
C (0.8697, 4.5220, 3.6867)
C (2.3434, 4.9301, 3.7811)
C (0.7397, 2.7415, 1.7957)
N (0.5930, 1.3764, 1.6593)
C (0.5038, 0.9027, 2.9534)
C (0.4222, -0.4283, 3.2857)
C (0.4058, -1.4587, 2.3715)
C (0.2864, -2.8398, 2.7228)
C (0.1468, -3.3669, 4.1148)
C (-1.3032, -3.2670, 4.6018)
C (0.2359, -3.5387, 1.5505)
C (0.3715, -2.5776, 0.4973)
C (0.4203, -2.9109, -0.8423)
C (0.6242, -2.0318, -1.8768)
N (0.7425, -0.6597, -1.7444)
C (1.0369, -0.2168, -3.0119)
C (1.2763, 1.0970, -3.3392)
C (1.2595, 2.1240, -2.4309)
N (0.9703, 1.9820, -1.0857)
C (1.0994, 3.2669, -0.5712)
C (0.9578, 3.6154, 0.7514)
C (1.4339, 4.2031, -1.6042)
C (1.5325, 3.4901, -2.7634)
C (1.8040, 3.9882, -4.1457)
C (0.5060, 4.1324, -4.9499)
C (1.5834, 5.6773, -1.4128)
C (0.2248, 6.3870, -1.4123)
C (1.0781, -1.3019, -3.9506)
C (0.8200, -2.4363, -3.2405)
C (0.7177, -3.8387, -3.7472)
C (-0.7405, -4.2690, -3.9402)
C (1.4085, -1.1723, -5.4025)
C (2.9191, -1.1048, -5.6481)
N (0.4667, -1.2953, 1.0018)
C (0.1249, -5.0180, 1.3663)
C (1.4926, -5.6781, 1.1648)
H (-1.0665, 1.6318, 6.9118)
H (-1.4976, 0.8881, 5.3666)
H (-1.5492, 2.6374, 5.5404)
H (1.0139, 0.9524, 5.7120)
H (0.9407, 2.6891, 5.8612)
H (0.4059, 4.5939, 4.6712)
H (0.3281, 5.2198, 3.0445)
H (2.8820, 4.2705, 4.4620)
H (2.4389, 5.9515, 4.1481)
H (2.8313, 4.8690, 2.8074)
H (0.3744, -0.6832, 4.3347)
H (0.8074, -2.8227, 4.7924)
H (0.4740, -4.4070, 4.1423)
H (-1.6464, -2.2309, 4.5880)
H (-1.4014, -3.6465, 5.6185)
H (-1.9641, -3.8458, 3.9546)
H (0.3415, -3.9595, -1.0923)
H (1.5026, 1.3328, -4.3682)
H (1.0737, 4.6608, 0.9992)
H (2.4911, 3.3113, -4.6579)
H (2.3107, 4.9522, -4.0905)
H (-0.0327, 3.1860, -5.0049)
H (0.7168, 4.4709, -5.9638)
H (-0.1582, 4.8579, -4.4799)
H (2.2069, 6.0816, -2.2108)
H (2.1132, 5.8808, -0.4798)
H (-0.2891, 6.2331, -2.3612)
H (0.3489, 7.4585, -1.2600)
H (-0.4187, 6.0007, -0.6201)
H (1.2226, -4.5220, -3.0605)
H (1.2494, -3.9150, -4.6963)
H (-1.2889, -4.2255, -2.9974)
H (-0.7953, -5.2881, -4.3213)
H (-1.2450, -3.6100, -4.6473)
H (0.9238, -0.2836, -5.8127)
H (0.9873, -2.0233, -5.9395)
H (3.3634, -0.2569, -5.1252)
H (3.1332, -1.0021, -6.7112)
H (3.4081, -2.0097, -5.2866)
H (-0.5259, -5.2387, 0.5167)
H (-0.3646, -5.4486, 2.2413)
H (2.0017, -5.2669, 0.2921)
H (1.3868, -6.7533, 1.0245)
H (2.1315, -5.5072, 2.0314)
O (-1.7196, 1.8204, -2.4877)
S (-2.1829, 2.4911, -1.2709)
N (-1.5834, 2.0183, 0.0026)
Br (-6.5850, -5.1947, 0.8499)
C (-5.2745, -3.8462, 0.6936)
C (-4.6991, -3.6007, -0.5454)
C (-3.7332, -2.6175, -0.6543)
C (-3.3533, -1.8877, 0.4704)
C (-3.9431, -2.1393, 1.7068)
C (-4.9069, -3.1217, 1.8214)
C (-2.2948, -0.8827, 0.3497)
O (-1.8581, -0.1979, 1.3005)
O (-1.6927, -0.7100, -0.7874)
H (-5.0069, -4.1737, -1.4085)
H (-3.2669, -2.4087, -1.6078)
H (-3.6364, -1.5600, 2.5678)
H (-5.3760, -3.3303, 2.7724)

Results of the Löwdin charge analysis, in e, for atoms 1 through 6: number 1, Ta, carries 1.967; number 2, C, carries -0.071; number 3, C, carries -0.179; number 4, C, carries -0.111; number 5, C, carries -0.111; number 6, C, carries -0.180

---

DFT (ωB97M-V/def2-TZVPD) results for a molecular structure, C43H48BrN5O3STa.

For the gap between HOMO and LUMO, the calculation gives 5.781 eV. Its HOMO energy is -9.79 eV. As for the total charge: +1.

Cartesian coordinates (Å):
Ta (0.1348, 0.6407, -0.0676)
C (3.5151, -4.3665, 2.6435)
C (3.7777, -3.5836, 1.3526)
C (2.5269, -2.9855, 0.8007)
C (1.6353, -3.5702, -0.0560)
C (1.6450, -4.9447, -0.6291)
C (2.1161, -4.9553, -2.0854)
C (0.6294, -2.5837, -0.3399)
N (0.8584, -1.4434, 0.3764)
C (2.0099, -1.6702, 1.0860)
C (2.5834, -0.7752, 1.9719)
C (2.0763, 0.4578, 2.3457)
C (2.6972, 1.3649, 3.2764)
C (4.0636, 1.2124, 3.8495)
C (5.1063, 1.7535, 2.8635)
C (1.8411, 2.4236, 3.4254)
C (0.6940, 2.1411, 2.6042)
C (-0.4247, 2.9482, 2.4880)
C (-1.4744, 2.7651, 1.6033)
N (-1.5574, 1.7369, 0.6929)
C (-2.6959, 1.9891, -0.0402)
C (-3.1377, 1.2048, -1.0899)
C (-2.5779, 0.0147, -1.5186)
N (-1.4449, -0.5603, -0.9924)
C (-1.3429, -1.7966, -1.5824)
C (-0.3915, -2.7450, -1.2563)
C (-2.3946, -1.9787, -2.5457)
C (-3.1632, -0.8446, -2.5103)
C (-4.3918, -0.5504, -3.3031)
C (-5.6652, -1.0251, -2.5965)
C (-2.5837, -3.1990, -3.3794)
C (-3.2054, -4.3403, -2.5674)
C (-3.3394, 3.1927, 0.4109)
C (-2.5742, 3.6781, 1.4393)
C (-2.7356, 4.9575, 2.1865)
C (-1.8193, 6.0338, 1.5939)
C (-4.6153, 3.7499, -0.1269)
C (-5.8308, 3.1230, 0.5667)
N (0.8727, 0.9652, 1.9250)
C (2.0917, 3.7096, 4.1383)
C (1.3228, 3.8778, 5.4511)
H (4.4131, -4.8981, 2.9476)
H (2.7224, -5.0945, 2.4907)
H (3.2164, -3.6989, 3.4479)
H (4.1953, -4.2594, 0.6049)
H (4.5185, -2.8045, 1.5389)
H (0.6360, -5.3580, -0.5698)
H (2.3009, -5.5862, -0.0414)
H (1.5080, -4.2915, -2.6955)
H (2.0531, -5.9633, -2.4871)
H (3.1490, -4.6240, -2.1524)
H (3.5148, -1.0788, 2.4250)
H (4.2813, 0.1642, 4.0635)
H (4.1262, 1.7669, 4.7862)
H (5.0718, 1.1952, 1.9309)
H (6.1049, 1.6759, 3.2876)
H (4.9077, 2.7989, 2.6384)
H (-0.4523, 3.8210, 3.1213)
H (-4.0318, 1.5244, -1.6026)
H (-0.4594, -3.7005, -1.7470)
H (-4.3132, -1.0574, -4.2659)
H (-4.4638, 0.5215, -3.4931)
H (-5.5931, -2.0810, -2.3514)
H (-6.5199, -0.8805, -3.2521)
H (-5.8290, -0.4697, -1.6763)
H (-1.6214, -3.5209, -3.7843)
H (-3.2400, -2.9695, -4.2197)
H (-2.6406, -4.5229, -1.6569)
H (-3.2228, -5.2530, -3.1571)
H (-4.2251, -4.0927, -2.2846)
H (-2.4961, 4.8023, 3.2394)
H (-3.7704, 5.2938, 2.1248)
H (-0.7872, 5.6928, 1.5722)
H (-1.8743, 6.9442, 2.1833)
H (-2.1244, 6.2666, 0.5769)
H (-4.6836, 3.5671, -1.2009)
H (-4.6352, 4.8295, 0.0267)
H (-5.8632, 2.0509, 0.3859)
H (-6.7454, 3.5721, 0.1863)
H (-5.7862, 3.2876, 1.6410)
H (1.8274, 4.5200, 3.4548)
H (3.1594, 3.7891, 4.3446)
H (0.2605, 3.6861, 5.3210)
H (1.4529, 4.8942, 5.8161)
H (1.7005, 3.1933, 6.2060)
O (0.9414, 3.0443, -0.0485)
S (0.4341, 3.1327, -1.4450)
N (-0.2789, 1.8814, -1.7870)
Br (1.7471, -3.4906, -6.2565)
C (2.1433, -2.3059, -4.8323)
C (1.1749, -1.4033, -4.4157)
C (1.4195, -0.6082, -3.3142)
C (2.6316, -0.7182, -2.6315)
C (3.6200, -1.5772, -3.1046)
C (3.3778, -2.3739, -4.2046)
C (2.8702, 0.0087, -1.3489)
O (3.9204, -0.0116, -0.7480)
O (1.8162, 0.6391, -0.8955)
H (0.2392, -1.3289, -4.9464)
H (0.6763, 0.1150, -2.9995)
H (4.5668, -1.6175, -2.5892)
H (4.1269, -3.0615, -4.5597)

Results of the Löwdin charge analysis, in e, for atoms 1 through 6: number 1, Ta, carries 1.954; number 2, C, carries -0.072; number 3, C, carries -0.179; number 4, C, carries -0.109; number 5, C, carries -0.112; number 6, C, carries -0.170

---

M for the records above, in order: 996.09; 974.80; 975.81; 975.81 g mol⁻¹
Energy above the lowest of the compared OMol25 structures with the same formula, charge and spin for the records above, in order: 0.0; 0.0; 0.0; 83.1 kJ/mol